Formula: C31H39InN3O2PS2
Source: OMol25
Level of theory: wB97M-V/def2-TZVPD

Output
ΔE to the lowest compared entry with this formula, charge and spin (kcal/mol): 10.3
Kohn-Sham gap (eV): 8.008
Net charge: +2

Each line ends with the Mulliken charge.
CARTESIAN COORDINATES (ANGSTROEM)
In1 -0.122 0.124 -0.487  1.452
C1 -2.238 4.206 0.042  -1.029
C2 -2.186 4.438 1.410  -0.791
C3 -1.552 3.518 2.232  -0.652
C4 -0.985 2.380 1.659  0.191
N1 -1.083 2.156 0.347  0.886
C5 -1.684 3.032 -0.442  -0.481
C6 -0.170 1.409 2.415  0.726
C7 -0.017 1.441 3.800  -1.016
C8 0.887 0.571 4.387  -1.287
C9 1.615 -0.298 3.595  -1.001
C10 1.368 -0.326 2.223  0.902
N2 0.491 0.512 1.683  0.647
C11 2.037 -1.271 1.314  0.384
C12 2.831 -2.307 1.801  -0.971
C13 3.419 -3.189 0.913  -0.831
C14 3.168 -3.039 -0.441  -1.091
C15 2.349 -1.999 -0.847  -0.538
N3 1.824 -1.131 0.004  0.593
H1 -2.702 4.911 -0.631  0.522
H2 -2.618 5.332 1.831  0.503
H3 -1.494 3.699 3.295  0.507
H4 -1.722 2.775 -1.496  0.425
H5 -0.575 2.124 4.415  0.579
H6 1.041 0.578 5.454  0.501
H7 2.361 -0.925 4.047  0.547
H8 2.963 -2.450 2.859  0.461
H9 4.045 -3.986 1.282  0.486
H10 3.582 -3.723 -1.165  0.524
H11 2.092 -1.862 -1.888  0.549
C16 2.333 4.276 1.056  -1.497
C17 3.418 3.334 0.537  0.537
C18 4.569 4.172 -0.033  -1.539
C19 2.946 2.379 -0.533  0.113
C20 3.813 1.393 -1.009  -0.597
C21 3.468 0.565 -2.062  -0.573
C22 2.217 0.653 -2.661  0.651
C23 1.828 -0.181 -3.840  -1.702
C24 1.321 1.617 -2.174  -1.098
C25 1.712 2.492 -1.149  -0.044
H12 2.738 4.860 1.877  0.484
H13 1.455 3.735 1.413  0.187
H14 2.035 4.976 0.279  0.398
H15 3.796 2.734 1.376  0.316
H16 4.224 4.736 -0.896  0.410
H17 5.402 3.547 -0.340  0.396
H18 4.923 4.878 0.711  0.437
H19 4.796 1.305 -0.573  0.594
H20 4.202 -0.127 -2.451  0.463
H21 0.813 -0.573 -3.725  0.302
H22 2.524 -0.999 -3.999  0.408
H23 1.841 0.432 -4.742  0.397
H24 0.425 1.840 -2.750  0.852
H25 1.057 3.310 -0.894  0.590
C26 -2.184 -5.049 -2.111  -1.158
C27 -3.022 -4.029 -2.857  0.454
C28 -4.501 -4.196 -2.569  -1.209
O1 -2.557 -2.669 -2.587  -0.252
P1 -2.472 -1.840 -1.281  0.823
S1 -2.184 0.065 -1.999  -0.618
S2 -0.921 -2.329 -0.039  -0.510
O2 -3.860 -2.066 -0.587  -0.223
C29 -4.281 -1.825 0.775  0.408
C30 -3.843 -2.958 1.694  -1.317
C31 -3.819 -0.454 1.242  -0.919
H26 -2.495 -6.038 -2.433  0.460
H27 -2.347 -4.966 -1.036  0.211
H28 -1.125 -4.926 -2.326  0.293
H29 -2.842 -4.102 -3.934  0.257
H30 -4.677 -4.371 -1.511  0.191
H31 -4.865 -5.058 -3.120  0.489
H32 -5.063 -3.322 -2.885  0.344
H33 -5.372 -1.839 0.684  0.313
H34 -2.796 -2.875 1.972  0.253
H35 -3.999 -3.920 1.211  0.329
H36 -4.446 -2.934 2.596  0.466
H37 -2.729 -0.440 1.343  -0.205
H38 -4.256 -0.214 2.208  0.581
H39 -4.129 0.302 0.520  0.356


Formula: C28H21CsF5N3OP2S2Te
Source: OMol25
Level of theory: wB97M-V/def2-TZVPD

Output
ΔE to the lowest compared entry with this formula, charge and spin (kcal/mol): 0.0
Kohn-Sham gap (eV): 3.534
Net charge: -2

Each line ends with the Mulliken charge.
CARTESIAN COORDINATES (ANGSTROEM)
Cs1 2.219 -2.675 2.128  0.896
S1 5.646 -1.116 2.640  -0.578
C1 5.588 -0.935 4.361  0.266
C2 6.769 -0.642 5.066  0.056
N1 7.767 -0.260 5.565  -0.609
C3 4.501 -1.298 5.188  0.171
S2 2.831 -1.392 4.917  -0.662
C4 4.857 -1.542 6.563  0.030
N2 5.164 -1.648 7.682  -0.606
N3 -1.061 0.752 -0.408  -0.135
P1 -2.039 -0.782 -0.124  0.027
C5 -3.612 0.028 0.062  0.124
C6 -4.338 -0.035 1.280  -0.692
C7 -5.472 0.696 1.452  -0.359
C8 -6.024 1.480 0.412  -0.404
C9 -5.296 1.635 -0.754  -0.766
C10 -4.046 0.912 -0.932  -0.016
C11 -2.065 -1.657 -1.615  0.504
C12 -0.854 -2.311 -2.015  -0.489
C13 -0.602 -2.632 -3.376  -0.842
C14 -1.645 -2.523 -4.288  -0.321
C15 -2.923 -2.067 -3.868  -0.553
C16 -3.068 -1.575 -2.591  -0.241
P2 0.633 1.119 -0.045  0.105
C17 0.349 2.732 0.665  0.015
C18 0.745 3.054 1.974  -0.709
C19 0.342 4.234 2.558  -0.429
C20 -0.485 5.136 1.945  -0.560
C21 -0.800 4.876 0.666  -0.484
C22 -0.397 3.715 0.001  -0.004
C23 1.394 1.634 -1.616  0.183
C24 2.157 2.814 -1.815  -0.317
C25 2.461 3.262 -3.088  -0.541
C26 2.093 2.485 -4.177  -0.366
C27 1.462 1.258 -3.984  -0.423
C28 1.155 0.801 -2.711  -0.438
H1 -1.610 1.576 -0.004  0.282
H2 -3.970 -0.646 2.121  0.359
H3 -6.033 0.557 2.406  0.299
H4 -7.042 1.908 0.548  0.332
H5 -5.576 2.363 -1.516  0.352
H6 -3.464 0.983 -1.900  0.545
H7 -0.131 -2.702 -1.247  0.451
H8 0.296 -3.054 -3.692  0.610
H9 -1.514 -2.789 -5.337  0.369
H10 -3.880 -2.218 -4.494  0.252
H11 -4.023 -1.104 -2.251  0.448
H12 1.403 2.393 2.551  0.495
H13 0.567 4.461 3.586  0.367
H14 -0.970 5.977 2.416  0.389
H15 -1.432 5.565 0.101  0.319
H16 -0.575 3.693 -1.085  0.413
H17 2.520 3.288 -0.885  0.419
H18 3.128 4.117 -3.249  0.342
H19 2.443 2.790 -5.164  0.321
H20 1.282 0.640 -4.839  0.434
H21 0.938 -0.244 -2.599  0.367
F1 0.486 -7.603 1.169  -0.440
Te1 1.927 -6.414 0.865  1.967
F2 3.613 -5.458 0.821  -0.472
F3 2.449 -7.374 -0.711  -0.464
F4 1.570 -5.583 2.638  -0.537
F5 3.052 -7.663 1.882  -0.423
O1 1.143 -4.989 0.151  -0.629


Formula: CH4NO2P
Source: OMol25
Level of theory: wB97M-V/def2-TZVPD

Output
ΔE to the lowest compared entry with this formula, charge and spin (kcal/mol): 136.6
Kohn-Sham gap (alpha / beta) (eV): 5.285 / 7.404
Net charge: 0

Each line ends with the Mulliken charge.
CARTESIAN COORDINATES (ANGSTROEM)
C1 0.973 0.955 0.234  -0.768
N1 -1.952 0.167 -0.606  0.373
O1 -0.969 -0.966 0.500  -0.528
O2 -2.891 0.494 -0.043  -0.158
P1 0.484 -0.690 -0.099  0.381
H1 0.618 1.396 1.131  0.272
H2 1.952 1.283 -0.034  0.288
H3 0.598 -0.832 -1.568  0.079
H4 1.188 -1.807 0.484  0.061


Formula: C8H16LiO12S2
Source: OMol25
Level of theory: wB97M-V/def2-TZVPD

Output
Kohn-Sham gap (alpha / beta) (eV): 2.878 / 2.127
Net charge: -2
Multiplicity: 2

Each line ends with the Löwdin spin population.
CARTESIAN COORDINATES (ANGSTROEM)
Li1 -0.195 0.076 -0.291  -0.005
O1 -0.087 -0.354 -2.339  0.003
C1 -0.689 -0.237 -3.582  -0.003
C2 -2.091 -0.942 -3.827  0.065
O2 -2.194 -2.315 -3.583  0.744
H1 -0.059 -0.748 -4.311  0.000
H2 -0.553 0.814 -3.838  -0.001
H3 -2.442 -0.786 -4.847  0.029
H4 -2.880 -0.551 -3.186  0.023
O3 -0.361 -1.790 0.444  0.002
C3 -1.501 -2.195 1.217  0.006
C4 -2.468 -3.384 0.661  0.006
O4 -2.689 -3.508 -0.741  0.134
H5 -1.989 -1.260 1.490  0.000
H6 -1.116 -2.576 2.163  -0.001
H7 -3.444 -3.321 1.142  0.000
H8 -1.917 -4.292 0.905  0.002
C5 -0.121 3.475 -1.196  0.000
C6 -1.365 3.939 -0.448  0.000
O5 -1.052 3.754 0.931  0.000
S1 0.235 2.788 1.294  -0.001
O6 -0.143 1.638 2.067  0.000
O7 1.332 3.611 1.812  0.000
O8 0.352 2.416 -0.354  0.000
H9 0.679 4.175 -1.438  0.000
H10 -0.407 2.982 -2.125  0.000
H11 -2.272 3.369 -0.651  0.000
H12 -1.566 5.006 -0.549  0.000
C7 2.337 -0.845 3.187  0.000
C8 2.890 -1.986 2.314  0.000
O9 3.760 -1.420 1.409  0.000
S2 3.237 0.042 0.971  0.000
O10 2.060 -0.004 0.092  0.000
O11 4.308 0.947 0.560  0.000
O12 2.784 0.283 2.483  0.000
H13 2.704 -0.842 4.214  0.000
H14 1.252 -0.830 3.295  0.000
H15 2.128 -2.514 1.740  0.000
H16 3.542 -2.617 2.916  0.000


Formula: C5H4LaLiO6
Source: OMol25
Level of theory: wB97M-V/def2-TZVPD

Output
Kohn-Sham gap (alpha / beta) (eV): 3.964 / 4.626
Net charge: +3
Multiplicity: 2

Each line ends with the Löwdin spin population.
CARTESIAN COORDINATES (ANGSTROEM)
O1 5.536 6.376 1.999  0.001
C1 4.753 5.604 1.687  0.000
O2 3.921 4.859 1.342  0.005
O3 0.735 0.853 0.704  0.020
La1 1.975 3.373 0.488  0.822
O4 -2.214 -4.143 -1.412  -0.004
C2 -2.065 -2.930 -1.150  0.000
O5 -3.011 -2.138 -0.922  -0.003
O6 -0.791 -2.470 -1.143  -0.001
C3 -0.618 -1.077 -1.011  0.010
C4 -0.885 -0.868 0.819  0.013
C5 0.387 -0.288 0.451  0.123
Li1 -4.121 -3.783 -1.067  0.000
H1 -1.381 -0.485 -1.534  0.003
H2 0.174 -0.873 -1.748  0.004
H3 -0.801 -1.866 1.263  0.001
H4 -1.594 -0.144 1.234  0.005